Run i
Formula: C5H4N2O
Source: the OMol25 dataset
Level of theory: ωB97M-V with the def2-TZVPD basis set

```
12
Properties=species:S:1:pos:R:3
C 0.924 -1.967 0.952
C 1.032 -1.020 0.235
C 0.638 0.449 -0.554
O 1.620 1.378 -0.328
C -0.667 0.786 0.145
C -1.555 0.566 -0.833
N -0.948 0.202 -2.128
N 0.255 0.154 -1.944
H 0.957 -2.745 1.578
H 2.471 1.209 -0.771
H -0.845 1.079 1.149
H -2.572 0.675 -0.702
```

Values from the calculation:
- Net charge: 0
- HOMO level: -9.9 eV
- LUMO: -0.36 eV
- SMILES string: C#C[C@]1(O)C=CN=N1



Run ii
Formula: C5H4N2O
Source: the OMol25 dataset
Level of theory: ωB97M-V with the def2-TZVPD basis set

```
12
Properties=species:S:1:pos:R:3
C 1.400 1.470 -1.844
C 0.655 0.893 -1.076
C -0.070 0.233 -0.044
N -1.167 0.617 0.602
C -1.659 -0.436 1.349
N -0.819 -1.551 1.184
C 0.116 -1.158 0.267
O 1.274 -1.792 -0.064
H 2.354 1.795 -2.356
H -1.544 1.532 0.405
H -2.657 -0.561 1.782
H 2.117 -1.043 -0.205
```

Values from the calculation:
- Net charge: 0
- HOMO level: -8.1 eV
- LUMO: 0.56 eV
- SMILES string: C#Cc1[nH]cnc1O



Run iii
Formula: C5H4N2O
Source: the OMol25 dataset
Level of theory: ωB97M-V with the def2-TZVPD basis set

```
12
Properties=species:S:1:pos:R:3
C -0.154 1.248 -0.716
C -0.709 0.009 0.376
C -1.607 -0.974 0.122
N -2.257 -1.981 0.164
C 0.618 -0.404 0.795
O 1.213 -0.176 1.812
C 1.635 -0.985 -0.216
N 2.466 -1.745 -0.655
H 0.537 0.702 -1.465
H 0.401 2.194 -0.031
H -1.061 1.506 -1.411
H -1.081 0.606 1.225
```

Values from the calculation:
- Net charge: 0
- HOMO level: -11.3 eV
- LUMO: -0.65 eV
- SMILES string: C[C@@H](C#N)C(=O)C#N



Short version: run ii, run iii, run i, most stable first.



Run i
Formula: C6H10O
Source: the OMol25 dataset
Level of theory: ωB97M-V with the def2-TZVPD basis set

```
17
Properties=species:S:1:pos:R:3
C -1.955 -0.265 0.122
C -1.325 0.990 -0.478
C 0.165 1.234 -0.075
C 0.906 0.388 -1.040
C 1.353 -0.939 -0.498
C 2.169 -0.916 0.787
O 1.787 -0.471 1.842
H -1.838 -0.285 1.211
H -1.524 -1.189 -0.278
H -3.025 -0.297 -0.107
H -1.893 1.867 -0.150
H 0.376 2.289 -0.290
H 0.294 1.044 1.000
H -1.392 0.964 -1.572
H 1.879 -1.527 -1.258
H 0.420 -1.474 -0.250
H 3.189 -1.343 0.689
```

Values from the calculation:
- Net charge: 0
- HOMO level: -8.2 eV
- LUMO: -0.17 eV



Run ii
Formula: C6H10O
Source: the OMol25 dataset
Level of theory: ωB97M-V with the def2-TZVPD basis set

```
17
Properties=species:S:1:pos:R:3
C -2.085 -0.381 -0.379
C -1.530 0.999 -0.197
C -0.256 1.418 -0.252
C 0.971 0.649 -0.482
C 1.251 -0.620 -0.149
C 2.580 -1.188 -0.462
O 3.485 -0.575 -0.990
H -2.760 -0.629 0.448
H -1.320 -1.152 -0.440
H -2.676 -0.422 -1.302
H -2.280 1.772 -0.030
H -0.091 2.490 -0.155
H 1.787 1.196 -0.955
H 0.551 -1.263 0.375
H 2.720 -2.251 -0.179
H -0.346 0.238 2.370
H 0.000 -0.279 2.779
```

Values from the calculation:
- Net charge: 0
- HOMO level: -9.2 eV
- LUMO: -0.20 eV
- SMILES string: C/C=C\C=C\C=O.[H][H]



Short version: run ii, run i, most stable first.



Run i
Formula: C6H10O
Source: the OMol25 dataset
Level of theory: ωB97M-V with the def2-TZVPD basis set

```
17
Properties=species:S:1:pos:R:3
C -0.211 -1.755 1.187
C 0.609 -1.761 -0.075
C 0.545 -0.525 0.774
C -0.178 0.705 0.264
C 0.555 1.478 -0.870
C -1.874 1.336 -1.135
O -1.405 0.337 -0.408
H -1.291 -1.738 1.076
H 0.153 -2.321 2.041
H 1.531 -2.336 -0.093
H 0.062 -1.735 -1.013
H 1.432 -0.279 1.359
H -0.440 1.356 1.112
H 0.936 2.453 -0.557
H 1.329 0.872 -1.335
H -1.594 2.298 -0.610
H -0.159 1.614 -1.717
```

Values from the calculation:
- Net charge: 0
- HOMO level: -8.5 eV
- LUMO: 0.54 eV



Run ii
Formula: C6H10O
Source: the OMol25 dataset
Level of theory: ωB97M-V with the def2-TZVPD basis set

```
17
Properties=species:S:1:pos:R:3
C 1.335 2.619 1.420
C 1.234 1.478 0.462
C 0.106 1.143 -0.153
C -0.114 -0.054 -0.983
C -0.608 -1.206 -0.532
C -1.044 -2.329 -1.416
O -0.834 -1.447 0.788
H 1.387 2.259 2.446
H 0.455 3.240 1.302
H 2.253 3.195 1.291
H 2.113 0.893 0.221
H -0.751 1.777 0.085
H -0.214 0.065 -2.061
H -0.829 -2.035 -2.445
H -0.606 -3.276 -1.102
H -2.128 -2.407 -1.386
H -0.575 -0.625 1.239
```

Values from the calculation:
- Net charge: 0
- HOMO level: -8.6 eV
- LUMO: 0.98 eV
- SMILES string: C/C=C/C=C(/C)O



Short version: run ii, run i, most stable first.



Run i
Formula: C6H10O
Source: the OMol25 dataset
Level of theory: ωB97M-V with the def2-TZVPD basis set

```
17
Properties=species:S:1:pos:R:3
C -2.167 -0.483 0.155
C -0.784 -0.010 -0.156
O -0.455 1.225 0.302
C 0.788 1.473 -0.194
C 1.594 0.246 -0.116
C 1.355 -0.661 1.038
C 0.416 -0.863 -0.101
H -2.903 0.287 -0.079
H -2.280 -0.760 1.211
H -2.392 -1.369 -0.445
H -0.496 0.547 -1.725
H 0.201 1.206 -1.677
H 1.145 2.465 0.003
H 2.520 0.187 -0.685
H 0.967 -0.239 1.956
H 2.092 -1.446 1.157
H 0.399 -1.805 -0.645
```

Values from the calculation:
- Net charge: 0
- HOMO level: -7.8 eV
- LUMO: 1.08 eV



Run ii
Formula: C6H10O
Source: the OMol25 dataset
Level of theory: ωB97M-V with the def2-TZVPD basis set

```
17
Properties=species:S:1:pos:R:3
C -1.880 1.420 0.954
C 0.257 -0.629 0.944
C 0.166 -1.708 -0.150
C 0.970 -1.111 -1.281
C 1.245 0.180 -1.079
C 0.589 0.660 0.192
O -0.617 1.413 -0.202
H -2.576 1.961 0.279
H -0.664 -0.485 1.517
H -1.453 2.245 1.559
H 1.088 -0.854 1.621
H -0.874 -1.875 -0.465
H 0.555 -2.679 0.176
H 1.272 -1.679 -2.158
H 1.787 0.836 -1.753
H 1.157 1.388 0.776
H -1.020 0.917 -0.931
```

Values from the calculation:
- Net charge: 0
- HOMO level: -7.4 eV
- LUMO: 0.78 eV



Short version: run i, run ii, most stable first.



Run i
Formula: C6H10O
Source: the OMol25 dataset
Level of theory: ωB97M-V with the def2-TZVPD basis set

```
17
Properties=species:S:1:pos:R:3
C -0.452 2.071 0.518
C 0.385 0.904 0.021
C 0.696 -0.317 0.941
C 0.387 -1.225 -0.257
O 1.228 -2.216 -0.736
C -1.069 -1.126 -0.575
C -0.116 -0.057 -1.064
H 0.025 2.540 1.388
H -1.462 1.765 0.810
H -0.546 2.838 -0.262
H 1.348 1.296 -0.330
H 0.006 -0.446 1.788
H 1.729 -0.363 1.293
H 1.050 -3.027 -0.244
H -1.396 -1.796 -1.369
H -1.805 -0.948 0.209
H -0.008 0.108 -2.131
```

Values from the calculation:
- Net charge: 0
- HOMO level: -9.4 eV
- LUMO: 0.93 eV
- SMILES string: C[C@H]1C[C@@]2(O)C[C@@H]12



Run ii
Formula: C6H10O
Source: the OMol25 dataset
Level of theory: ωB97M-V with the def2-TZVPD basis set

```
17
Properties=species:S:1:pos:R:3
C -2.113 -0.252 0.069
C -1.075 0.767 -0.332
C -0.084 1.286 0.667
C 0.365 0.405 -0.506
C 0.949 -0.964 -0.270
C 2.417 -0.771 0.023
O 3.031 0.273 -0.155
H -3.054 0.240 0.335
H -1.809 -0.854 0.936
H -2.308 -0.937 -0.761
H -1.419 1.511 -1.045
H 0.131 2.352 0.700
H -0.179 0.880 1.680
H 0.912 0.845 -1.346
H 0.789 -1.684 -1.100
H 0.537 -1.471 0.609
H 2.911 -1.628 0.497
```

Values from the calculation:
- Net charge: 0
- HOMO level: -9.8 eV
- LUMO: 1.05 eV
- SMILES string: C[C@H]1C[C@H]1CC=O



Short version: run ii, run i, most stable first.